[1]
A cluster of 2 separate species, C5H12N2O2 in total in a non-equilibrium geometry. Source: OMol25; level of theory: the ωB97M-V functional and the def2-TZVPD basis.

```
21
Properties=species:S:1:pos:R:3:mulliken_charge:R:1
C 1.623 -1.349 -0.055 0.768
C -0.110 0.380 1.773 -0.880
C -1.576 0.917 -0.101 -1.266
C 0.757 1.322 -0.443 -1.007
C 0.055 -0.926 -0.214 -0.271
N -0.356 -1.166 -1.556 -0.532
N -0.219 0.474 0.281 0.225
O 1.921 -1.924 -1.103 -0.716
O 2.177 -0.982 0.978 -0.706
H 0.041 1.416 2.192 0.359
H -0.975 -0.310 2.009 0.439
H 0.896 -0.177 1.955 0.297
H -1.587 0.967 -1.116 0.633
H -2.253 0.139 0.056 0.452
H -1.830 1.988 0.105 0.307
H 0.402 2.278 -0.460 0.446
H 1.845 1.281 0.010 0.301
H 0.835 0.939 -1.502 0.405
H -0.804 -1.926 0.852 0.219
H -1.291 -1.501 -1.812 0.192
H 0.449 -1.839 -1.849 0.336
```

Computed properties:
Total charge: 0
Energy above the lowest of the compared OMol25 structures with the same formula, charge and spin (kJ/mol): 517.3
HOMO energy (eV): -9.0
2S+1: 1


[2]
A cluster of 2 separate species, C4H4F3N3 in total in a non-equilibrium geometry. Source: OMol25; level of theory: the ωB97M-V functional and the def2-TZVPD basis.

```
14
Properties=species:S:1:pos:R:3:mulliken_charge:R:1
C -0.313 1.309 -0.054 0.666
C -1.930 -0.173 -0.077 0.507
C 0.109 -1.006 -0.078 0.431
C 2.015 0.416 0.144 -0.854
N -1.577 1.017 -0.171 -0.120
N 0.605 0.277 0.001 0.133
N -1.224 -1.252 -0.027 0.079
F 0.165 2.463 -0.110 -0.054
F -4.267 -0.554 0.104 -0.210
F 0.961 -1.907 -0.236 -0.057
H 2.607 0.021 -0.838 0.396
H 2.106 1.563 0.206 0.350
H 2.497 -0.043 1.122 0.396
H -1.754 -2.130 0.015 0.338
```

Computed properties:
Total charge: +2
Energy above the lowest of the compared OMol25 structures with the same formula, charge and spin (kJ/mol): 626.7
HOMO energy (alpha / beta) (eV): -21.2 / -21.2
2S+1: 1


[3]
A structure of composition C35H30BCo2F3O8 in a non-equilibrium geometry. Source: OMol25; level of theory: the ωB97M-V functional and the def2-TZVPD basis.

```
79
Properties=species:S:1:pos:R:3:mulliken_charge:R:1
C 4.203 -0.530 -2.883 -1.519
C 3.483 -1.814 -3.293 2.461
C 4.427 -2.564 -4.224 -2.120
C 3.219 -2.701 -2.048 -1.427
O 2.068 -2.262 -1.292 -0.300
B 0.995 -2.043 -2.164 1.500
C -0.192 -3.028 -2.150 0.536
C -0.165 -4.145 -1.298 -0.455
C -0.963 -5.245 -1.579 -1.090
C -1.788 -5.197 -2.704 0.359
C -2.471 -6.463 -3.148 0.734
F -3.176 -6.312 -4.300 -0.286
F -1.571 -7.472 -3.375 -0.259
F -3.346 -6.938 -2.209 -0.261
C -1.970 -4.028 -3.431 -0.643
C -1.163 -2.937 -3.149 -0.835
C -0.113 0.068 -0.518 -1.600
C 1.269 0.632 -0.522 -1.094
C -0.536 -0.937 0.410 2.073
C -1.891 -1.381 0.483 -0.344
C -2.254 -2.354 1.391 -1.019
C -1.324 -2.872 2.304 -0.547
C -0.004 -2.425 2.259 -0.958
C 0.395 -1.529 1.299 -0.252
O 1.121 -1.062 -3.138 -0.471
C 2.171 -1.445 -4.050 -1.330
H 3.547 0.125 -2.286 0.189
H 5.099 -0.801 -2.306 0.405
H 4.523 -0.007 -3.797 0.461
H 3.982 -3.502 -4.581 0.442
H 4.675 -1.942 -5.093 0.429
H 5.360 -2.797 -3.693 0.414
H 3.035 -3.747 -2.349 0.347
H 4.077 -2.669 -1.367 0.421
H 0.515 -4.175 -0.445 0.452
H -0.899 -6.136 -0.955 0.402
H -2.686 -3.971 -4.244 0.470
H -1.241 -2.031 -3.741 0.463
H -0.627 0.086 -1.522 0.682
H 1.447 1.234 -1.433 0.412
H 1.436 1.300 0.347 -0.019
H 2.089 -0.118 -0.488 0.094
H -2.609 -0.962 -0.228 0.512
H -3.286 -2.694 1.424 0.502
H -1.645 -3.577 3.071 0.449
H 0.718 -2.782 2.979 0.501
H 1.448 -1.310 1.158 0.236
H 2.356 -0.592 -4.718 0.411
H 1.823 -2.303 -4.655 0.340
O 1.710 4.085 0.902 -0.341
C 0.841 3.405 1.245 -0.147
Co -0.621 2.545 1.668 0.928
C -1.529 2.066 0.248 0.546
O -2.226 1.929 -0.667 -0.455
C -0.204 1.203 2.760 -0.259
O 0.097 0.368 3.509 -0.373
C -1.478 4.094 2.649 -0.240
C -0.690 4.764 3.674 0.786
C 0.097 4.020 4.573 -0.085
C 0.974 4.658 5.449 -0.713
C 0.960 6.058 5.543 -0.424
C 0.191 6.812 4.639 -0.686
C -0.639 6.175 3.720 -0.411
C -1.913 4.357 1.304 0.799
C -1.396 4.757 0.096 -0.803
Co -3.076 3.436 2.249 0.431
C -3.068 1.645 2.702 0.034
O -3.272 0.551 3.030 -0.373
C -4.089 4.059 3.561 0.082
O -4.739 4.489 4.419 -0.367
C -4.256 3.315 0.935 0.124
O -5.062 3.141 0.121 -0.352
H 0.042 2.927 4.545 0.410
H 1.655 4.053 6.054 0.380
H 1.563 6.557 6.313 0.364
H 0.254 7.901 4.649 0.381
H -1.228 6.749 3.003 0.406
H -2.103 5.103 -0.671 0.284
H -0.356 5.132 0.029 0.210
```

Computed properties:
Total charge: 0
Energy above the lowest of the compared OMol25 structures with the same formula, charge and spin (kJ/mol): 185.7
HOMO energy (eV): -6.0
2S+1: 1


[4]
The molecule C6H13NO in a non-equilibrium geometry. Source: OMol25; level of theory: the ωB97M-V functional and the def2-TZVPD basis.

```
21
Properties=species:S:1:pos:R:3:mulliken_charge:R:1
C 1.709 2.023 1.463 -1.088
C 0.243 1.683 1.243 -0.234
C 0.042 1.192 -0.224 -1.032
C 0.509 -0.260 -0.572 -0.056
C -0.346 -1.160 0.227 0.304
O -0.339 -1.225 1.428 -0.621
N -1.458 -1.774 -0.426 -0.180
C -1.372 -2.393 -1.739 -0.707
H 1.763 2.019 2.537 0.339
H 2.146 2.959 0.923 0.275
H 2.361 1.236 1.027 0.290
H -0.437 2.509 1.504 0.349
H -0.023 0.896 1.882 0.238
H 0.489 1.853 -0.871 0.481
H -1.122 1.025 -0.449 0.247
H 0.416 -0.476 -1.716 0.195
H 1.576 -0.217 -0.158 0.146
H -2.258 -2.076 0.237 0.268
H -0.416 -2.031 -2.112 0.290
H -2.229 -2.254 -2.518 0.228
H -1.254 -3.530 -1.687 0.269
```

Computed properties:
SMILES string: CCCCC(=O)NC
Total charge: 0
Energy above the lowest of the compared OMol25 structures with the same formula, charge and spin (kJ/mol): 186.7
HOMO energy (eV): -9.3
2S+1: 1


[5]
A cluster of 2 separate species, CH4O2S in total. Source: OMol25; level of theory: the ωB97M-V functional and the def2-TZVPD basis.

```
8
Properties=species:S:1:pos:R:3:mulliken_charge:R:1
O -1.364 -1.301 1.075 -0.466
C -1.745 -0.476 0.306 0.232
O -1.083 -0.100 -0.806 -0.400
H -2.692 0.057 0.343 0.321
H -0.294 -0.668 -0.838 0.317
S 2.949 0.587 -0.114 -0.281
H 2.294 1.012 0.976 0.157
H 1.935 0.888 -0.941 0.120
```

Computed properties:
SMILES string: O=CO.S
Total charge: 0
Energy above the lowest of the compared OMol25 structures with the same formula, charge and spin (kJ/mol): 9.0
HOMO energy (eV): -10.0
2S+1: 1


[6]
A cluster of 2 separate species, C4H11NO2 in total in a non-equilibrium geometry. Source: OMol25; level of theory: the ωB97M-V functional and the def2-TZVPD basis.

```
18
Properties=species:S:1:pos:R:3:mulliken_charge:R:1
C 2.100 0.175 -0.608 -1.219
C 0.810 0.859 -0.172 0.799
O 0.826 1.985 0.282 -0.618
N -0.396 0.290 -0.535 0.076
C -1.653 1.025 -0.485 -0.993
C -0.699 -1.143 -0.586 -1.042
H 1.977 -0.252 -1.589 0.363
H 2.799 1.012 -0.661 0.351
H 2.414 -0.560 0.141 0.279
H -2.160 0.808 -1.454 0.332
H -1.630 2.126 -0.482 0.332
H -2.377 0.733 0.311 0.305
H -1.459 -1.448 0.122 0.345
H -1.092 -1.321 -1.581 0.402
H 0.263 -1.721 -0.447 0.287
O 0.467 -0.872 2.726 -0.632
H 0.077 -0.217 2.133 0.323
H -0.269 -1.478 2.885 0.310
```

Computed properties:
SMILES string: CC(=O)N(C)C.O
Total charge: 0
Energy above the lowest of the compared OMol25 structures with the same formula, charge and spin (kJ/mol): 95.8
HOMO energy (eV): -9.4
2S+1: 1